Record 1
Entry from the OMol25 dataset: a molecular structure, C25H41F5GaP2 in a non-equilibrium geometry (the ωB97M-V functional and the def2-TZVPD basis).

As for the energy relative to the best compared isomer or geometry (same formula, charge and spin): 41.6 kcal per mole. The value obtained for the total energy is -4083.555351 Ha. As for the orbital gap (spin up / spin down): 3.45 / 3.50 eV. The net charge is +1.

Each line ends with the Löwdin charge.
CARTESIAN COORDINATES (ANGSTROEM)
Ga (-0.66, 1.10, -1.43)  0.57
C (-0.79, -2.47, 2.99)  -0.12
C (0.52, -2.71, 2.48)  -0.12
C (0.67, -1.17, 4.19)  -0.12
C (-0.70, -1.52, 4.04)  -0.13
C (1.43, -1.93, 3.25)  -0.11
C (-2.04, -3.12, 2.55)  -0.01
H (-1.97, -3.48, 1.53)  0.07
H (-2.89, -2.43, 2.61)  0.10
H (-2.29, -3.98, 3.19)  0.12
C (-1.79, -0.98, 4.86)  0.01
H (-2.72, -1.53, 4.67)  0.09
H (-1.98, 0.08, 4.64)  0.11
H (-1.55, -1.06, 5.93)  0.11
C (1.22, -0.25, 5.20)  0.02
H (0.86, -0.51, 6.21)  0.11
H (0.90, 0.78, 5.00)  0.11
H (2.32, -0.27, 5.21)  0.09
C (2.89, -1.91, 3.09)  0.01
H (3.37, -2.60, 3.80)  0.12
H (3.30, -0.91, 3.30)  0.10
H (3.20, -2.21, 2.08)  0.09
C (0.87, -3.69, 1.44)  0.01
H (1.14, -4.68, 1.87)  0.12
H (1.74, -3.34, 0.87)  0.09
H (0.04, -3.84, 0.74)  0.09
C (-1.51, 1.77, -3.02)  -0.33
C (-2.30, 0.44, -3.26)  -0.44
C (-1.58, -0.67, -4.06)  -0.20
C (-0.08, -0.52, -4.03)  -0.18
C (0.47, 0.06, -2.70)  -0.29
C (1.48, 1.15, -2.99)  -0.42
C (0.93, 2.27, -3.97)  -0.13
C (-0.61, 2.33, -4.14)  -0.19
H (-1.96, -0.69, -5.10)  0.12
H (0.24, 0.10, -4.87)  0.10
H (-1.86, -1.63, -3.62)  0.09
H (-0.94, 1.86, -5.08)  0.11
H (-2.17, 2.58, -2.66)  0.09
H (-3.25, 0.63, -3.77)  0.11
H (-0.88, 3.40, -4.25)  0.12
H (1.35, 3.23, -3.67)  0.11
H (2.37, 0.67, -3.47)  0.11
H (1.31, 2.09, -4.99)  0.11
H (0.40, -1.48, -4.22)  0.12
H (0.95, -0.74, -2.14)  0.08
P (-2.85, -0.16, -1.60)  0.95
C (-4.21, 0.78, -0.93)  -0.24
C (-2.29, -1.70, -0.81)  -0.27
P (3.84, 1.50, -1.62)  0.96
C (1.95, 1.70, -1.64)  -0.41
C (3.66, -0.08, -0.61)  -0.29
C (3.82, 3.17, -0.80)  -0.32
H (-3.95, 1.28, 0.02)  0.02
H (-5.04, 0.09, -0.76)  0.05
H (-4.52, 1.52, -1.68)  0.07
H (-1.60, -2.24, -1.47)  0.05
H (-3.16, -2.33, -0.59)  0.04
H (-1.79, -1.51, 0.15)  0.02
H (3.63, 3.85, -1.64)  0.04
H (4.82, 3.39, -0.37)  0.03
H (3.04, 3.32, -0.04)  0.02
H (1.57, 2.72, -1.46)  0.08
H (1.50, 1.11, -0.80)  0.03
H (3.91, 0.09, 0.43)  0.02
H (4.40, -0.75, -1.07)  0.02
H (2.68, -0.58, -0.71)  0.02
F (0.80, 2.26, 0.92)  -0.02
C (-0.54, 2.28, 0.47)  -0.30
F (-0.79, 3.56, -0.03)  0.02
C (-1.38, 2.16, 1.75)  -0.53
F (-2.66, 1.74, 1.52)  0.10
F (-0.80, 1.27, 2.61)  0.11
F (-1.47, 3.33, 2.41)  0.15

=====

Record 2
Entry from the OMol25 dataset: a molecular structure, C25H42GaN2O5 in a non-equilibrium geometry (the ωB97M-V functional and the def2-TZVPD basis).

The value obtained for the total energy is -3387.893956 Ha. As for the orbital gap: 7.27 eV. The net charge is -1.

Each line ends with the Löwdin charge.
CARTESIAN COORDINATES (ANGSTROEM)
O (-2.54, 1.15, 2.85)  -0.14
C (-1.67, 2.10, 2.42)  -0.27
N (-0.54, 2.84, 2.19)  -0.03
Ga (-0.35, 3.15, 0.28)  0.21
C (1.68, 2.82, -0.18)  -0.35
C (1.97, 2.74, -1.79)  -0.29
C (2.32, 1.24, -2.36)  -0.21
C (0.95, 0.33, -2.69)  -0.19
C (0.48, -0.45, -1.32)  -0.23
C (-0.64, -1.63, -1.56)  -0.21
C (-1.23, -2.01, -0.05)  -0.22
C (-0.14, -2.91, 0.84)  -0.21
C (0.88, -1.97, 1.74)  -0.20
C (2.48, -2.38, 1.52)  -0.21
C (3.44, -1.74, 2.73)  -0.20
C (3.40, -0.11, 2.74)  -0.18
N (2.82, 0.52, 3.99)  -0.17
C (2.58, 2.04, 3.88)  -0.03
C (2.00, 2.49, 5.37)  -0.08
C (1.92, 1.15, 6.31)  -0.10
C (2.48, -0.07, 5.35)  -0.07
H (-0.80, 4.68, -0.03)  -0.11
H (-1.21, 2.10, -0.57)  -0.08
H (2.28, 3.71, 0.30)  0.04
H (1.99, 1.80, 0.32)  0.01
H (1.08, 3.28, -2.33)  0.09
H (2.93, 3.42, -1.98)  0.10
H (3.04, 1.32, -3.28)  0.10
H (2.90, 0.66, -1.51)  0.10
H (1.32, -0.47, -3.49)  0.10
H (0.13, 0.97, -3.21)  0.12
H (0.02, 0.29, -0.52)  0.06
H (1.42, -0.96, -0.83)  0.09
H (-0.21, -2.62, -2.03)  0.10
H (-1.56, -1.28, -2.23)  0.11
H (-2.25, -2.59, -0.13)  0.10
H (-1.44, -1.00, 0.53)  0.11
H (0.44, -3.64, 0.13)  0.10
H (-0.80, -3.60, 1.55)  0.10
H (0.67, -0.84, 1.44)  0.10
H (0.53, -2.11, 2.87)  0.12
H (2.89, -2.02, 0.48)  0.11
H (2.53, -3.55, 1.66)  0.11
H (3.09, -2.26, 3.72)  0.09
H (4.53, -2.17, 2.51)  0.11
H (2.79, 0.25, 1.78)  0.11
H (4.52, 0.28, 2.57)  0.13
H (2.78, 2.76, 2.96)  0.11
H (1.69, 3.55, 5.77)  0.07
H (1.57, 0.97, 7.41)  0.06
H (2.59, -1.21, 5.66)  0.09
O (-8.59, -0.74, 2.28)  0.08
C (-7.71, 0.00, 2.69)  -0.47
O (-7.91, 1.26, 3.16)  0.02
C (-6.65, 1.87, 3.44)  -0.17
C (-5.70, 0.72, 3.64)  -0.17
C (-6.25, -0.33, 2.70)  -0.08
H (-6.37, 2.50, 2.60)  0.13
H (-6.74, 2.49, 4.34)  0.13
H (-4.66, 0.99, 3.44)  0.08
H (-5.76, 0.36, 4.67)  0.12
H (-5.84, -0.22, 1.69)  0.14
H (-6.07, -1.34, 3.09)  0.13
O (2.19, 0.82, -6.27)  0.10
C (1.72, -0.21, -6.74)  -0.46
O (0.53, -0.76, -6.34)  0.02
C (0.36, -2.01, -7.01)  -0.17
C (1.23, -1.93, -8.23)  -0.18
C (2.37, -1.07, -7.77)  -0.09
H (0.66, -2.81, -6.33)  0.13
H (-0.70, -2.14, -7.26)  0.13
H (1.54, -2.91, -8.60)  0.12
H (0.69, -1.42, -9.04)  0.12
H (3.16, -1.66, -7.30)  0.14
H (2.77, -0.47, -8.59)  0.13